Entry 1:
The following is a DFT calculation (wB97M-V/def2-TZVPD) of a molecular structure, C30H33BrN7O4S2Sn.

Calculated values
E ... -5431.87926 hartree
Net charge ... +1
Frontier orbital gap ... 8.0 eV
Energy above the lowest of the compared OMol25 structures with the same formula, charge and spin ... 0.1358 eV

```
78
Properties=species:S:1:pos:R:3:lowdin_charge:R:1
Sn 0.23494 0.36710 0.51977 1.27
N -2.60163 -0.29503 3.90098 0.20
C -1.51517 -0.08799 4.73926 -0.17
C -1.42711 0.18196 6.10040 -0.01
C -0.15742 0.36787 6.60937 -0.08
C 0.97962 0.28887 5.78764 -0.07
C 0.88059 0.01561 4.43808 -0.03
C -0.39759 -0.18119 3.91150 -0.22
N -0.81796 -0.44660 2.60267 0.04
C -2.12498 -0.47946 2.64763 -0.27
C -2.96999 -0.68597 1.47219 -0.33
C -4.32615 -0.73954 1.42588 -0.33
S -4.83223 -0.99757 -0.17870 1.07
C -3.19793 -1.01541 -0.68680 -0.45
N -2.33324 -0.84453 0.26466 -0.01
H -3.56994 -0.24763 4.16299 0.17
H -2.30566 0.24623 6.73020 0.11
H -0.03533 0.59117 7.66195 0.11
H 1.95644 0.44289 6.22838 0.11
H 1.75913 -0.03546 3.80803 0.07
H -5.04568 -0.64004 2.22585 0.08
H -2.93145 -1.16602 -1.72672 0.07
C 2.55729 -4.46908 0.56133 -0.03
N 3.12884 -3.31578 -0.12820 -0.13
C 3.93800 -3.36751 -1.25267 -0.03
C 4.24189 -2.10622 -1.58227 -0.05
N 3.60068 -1.27414 -0.66317 0.02
C 2.91250 -2.03678 0.24303 -0.70
S 1.97036 -1.57661 1.57158 0.65
C 3.87559 0.13261 -0.55937 -0.27
C 5.15515 0.57796 -0.85978 0.01
C 5.40616 1.93537 -0.76783 -0.04
C 4.38526 2.77955 -0.36739 -0.03
C 3.14819 2.22741 -0.08082 -0.12
N 2.88542 0.91981 -0.18850 0.06
H 3.03583 -5.36631 0.17880 0.10
H 1.48416 -4.51637 0.38617 0.08
H 2.73075 -4.38207 1.62920 0.08
H 4.21032 -4.29822 -1.72262 0.13
H 4.80324 -1.71631 -2.41383 0.13
H 5.93808 -0.11875 -1.12800 0.12
H 6.39388 2.31947 -0.98953 0.12
H 4.54157 3.84506 -0.26304 0.11
H 2.32352 2.84050 0.25898 0.10
O 3.45135 -0.75378 -5.81306 0.09
C 2.70921 -0.49624 -4.71624 -0.31
C 2.56146 0.77677 -4.17161 0.01
C 1.78335 0.91235 -3.03992 -0.14
N 1.17599 -0.11251 -2.43316 -0.01
C 1.31832 -1.29365 -2.98752 -0.74
Br 0.33997 -2.71227 -2.17436 0.79
C 2.06401 -1.56896 -4.11847 -0.05
H 3.81463 0.06162 -6.17554 0.12
H 3.03730 1.63926 -4.62474 0.12
H 1.62601 1.88658 -2.58785 0.12
H 2.13882 -2.56348 -4.53585 0.12
C -1.73249 0.47658 -3.90697 -0.07
C -2.34314 1.60842 -3.11396 -0.28
O -1.51664 1.92964 -2.00656 -0.21
C -1.98409 3.09139 -1.31521 -0.26
C -3.24572 2.84627 -0.50704 -0.07
H -2.43025 0.16491 -4.68806 0.09
H -1.51638 -0.38187 -3.26584 0.04
H -0.79959 0.78316 -4.38460 0.07
H -3.34621 1.32833 -2.77454 0.10
H -2.45521 2.49349 -3.75054 0.12
H -2.14519 3.89936 -2.03767 0.12
H -1.16964 3.38645 -0.65286 0.11
H -4.06982 2.49944 -1.13532 0.07
H -3.56048 3.77738 -0.02853 0.09
H -3.05561 2.11388 0.27765 0.05
C 0.02922 3.55997 3.27622 0.02
C -0.02042 2.51549 2.19526 -0.71
O -1.11171 2.13753 1.71617 -0.10
O 1.09332 2.03758 1.75984 -0.22
H -0.91692 3.59506 3.81034 0.09
H 0.20623 4.53331 2.81275 0.09
H 0.85048 3.35396 3.95996 0.09
```


Entry 2:
The following is a DFT calculation (wB97M-V/def2-TZVPD) of 2 unconnected molecules or ions with the total composition C4H4Cl2O.

Calculated values
E ... -1150.27477 hartree
Frontier orbital gap ... 10.1 eV
Energy above the lowest of the compared OMol25 structures with the same formula, charge and spin ... 3.8427 eV

```
11
Properties=species:S:1:pos:R:3:lowdin_charge:R:1
C -0.86330 1.87198 0.34866 0.11
C -1.32134 0.88227 -0.11498 -0.24
C 2.11092 -0.72593 0.47521 -0.58
C -1.82419 -0.39014 -0.68872 -0.64
O 3.39621 -0.57381 0.65408 -0.11
Cl 1.98270 -1.40258 -1.05819 0.64
Cl -2.90932 -1.11566 0.47016 0.57
H -0.63096 2.74374 0.83103 0.01
H 3.55183 -0.14347 1.50336 0.10
H -0.95394 -1.05120 -0.84727 0.04
H -2.53860 -0.09518 -1.57334 0.11
```


Entry 3:
The following is a DFT calculation (wB97M-V/def2-TZVPD) of a single C6H10 molecule.

Calculated values
E ... -234.48911 hartree
Frontier orbital gap ... 8.6 eV
Energy above the lowest of the compared OMol25 structures with the same formula, charge and spin ... 3.0859 eV

```
16
Properties=species:S:1:pos:R:3:lowdin_charge:R:1
C -1.16081 0.97851 0.40480 -0.25
C 0.25931 1.38229 -0.06704 -0.20
C 0.93038 0.23449 -0.81766 -0.22
C 0.86878 -1.03566 0.02904 -0.21
C -0.60418 -1.44142 0.21569 -0.26
C -1.67446 -0.40197 0.28903 0.04
H -1.22660 0.96583 1.51826 0.14
H -1.91861 1.72102 0.12656 0.10
H 0.19704 2.26796 -0.70989 0.10
H 0.88353 1.66928 0.78960 0.11
H 1.95883 0.49087 -1.09681 0.11
H 1.42483 -1.85005 -0.44895 0.10
H 1.35369 -0.85565 0.99921 0.11
H -0.76581 -2.05631 1.11644 0.12
H -0.90970 -2.12630 -0.59173 0.11
H 0.38378 0.05711 -1.75655 0.12
```


Entry 4:
The following is a DFT calculation (wB97M-V/def2-TZVPD) of a molecular structure, C9H20F8N5NaO16S8.

Calculated values
E ... -5979.35826 hartree
Net charge ... -2
Frontier orbital gap ... 7.3 eV
Energy above the lowest of the compared OMol25 structures with the same formula, charge and spin ... 0.0000 eV

```
67
Properties=species:S:1:pos:R:3:lowdin_charge:R:1
Na -0.14954 0.55507 -1.72702 0.33
C 1.18032 3.34543 4.78340 -0.09
C 0.63762 2.43125 3.67114 -0.22
C 0.45819 1.02434 4.16924 -0.14
N 0.27264 -0.02252 3.08990 -0.25
C -0.04118 -1.33646 3.79805 -0.11
C 0.06822 -2.54543 2.87099 -0.16
C 1.26052 -2.57478 1.94585 -0.15
C 1.40105 -1.24190 1.18188 -0.14
C 1.49621 -0.09192 2.16132 -0.08
C -1.00462 0.27331 2.33281 0.04
H 1.93113 2.92318 5.44752 0.07
H 0.32917 3.59127 5.43430 0.07
H 1.45065 4.30837 4.35595 0.08
H 1.41553 2.56353 2.91383 0.10
H -0.28159 2.86279 3.27844 0.12
H -0.40212 0.92311 4.83000 0.14
H 1.37183 0.65514 4.63957 0.13
H 0.54666 -1.30368 4.72076 0.12
H -1.04543 -1.26744 4.21805 0.13
H 0.02437 -3.51522 3.37066 0.12
H -0.84336 -2.54439 2.26372 0.12
H 2.15326 -2.59087 2.58595 0.12
H 1.27024 -3.48172 1.34847 0.13
H 2.36295 -1.23615 0.66772 0.12
H 0.64673 -1.07058 0.43927 0.09
H 2.38509 -0.16809 2.78485 0.15
H 1.38288 0.89885 1.72803 0.09
H -1.30043 -0.52246 1.65664 0.09
H -0.91003 1.23519 1.82502 0.10
H -1.77841 0.48762 3.07011 0.12
N -2.53603 -0.09719 -1.58708 -0.26
S -3.26465 -1.24929 -0.78714 0.47
O -4.07719 -2.09285 -1.60295 -0.24
O -3.63233 -0.96315 0.58875 -0.32
F -1.90414 -2.11422 -0.48660 -0.23
S -3.78233 1.04733 -1.39709 0.56
O -3.64773 1.82184 -0.17793 -0.31
O -5.13091 0.80245 -1.88471 -0.27
F -3.21372 2.08896 -2.44694 -0.19
N 1.42654 1.62216 -0.45469 -0.31
S 1.31330 3.19578 -0.45202 0.48
O 1.26319 3.96676 -1.65759 -0.23
O 1.90142 3.76686 0.75115 -0.31
F -0.24415 3.15346 -0.02704 -0.21
S 3.02442 1.54023 -0.97188 0.54
O 4.04199 1.42913 0.02954 -0.27
O 3.36912 2.19225 -2.19421 -0.23
F 2.84611 0.00777 -1.39503 -0.19
N -0.22570 0.76216 -4.20470 -0.27
S 1.15460 0.86512 -4.95064 0.46
O 1.90384 2.08973 -4.98027 -0.28
O 1.27028 0.02151 -6.10371 -0.28
F 1.90374 0.02117 -3.79298 -0.23
S -1.04008 2.02703 -5.00378 0.56
O -0.93976 1.98982 -6.44609 -0.29
O -1.27510 3.24785 -4.30451 -0.27
F -2.45744 1.28716 -4.80930 -0.22
N -0.81134 -3.36309 -3.97563 -0.25
S -1.44713 -4.61776 -3.34418 0.45
O -2.01086 -4.49177 -2.02266 -0.31
O -0.85865 -5.90527 -3.63963 -0.32
F -2.75030 -4.68844 -4.32141 -0.23
S 0.47759 -3.09025 -2.96317 0.55
O 1.22912 -4.21763 -2.45100 -0.29
O 0.43222 -1.89600 -2.18907 -0.29
F 1.40351 -2.72446 -4.20029 -0.19
```